[1]
Here is a structure of composition C27H48HfOP2 from the Open Molecules 2025 dataset. Energies are from ωB97M-V/def2-TZVPD.

Geometry as ORCA input:
```
! wB97M-V def2-TZVPD RIJCOSX def2/J DEFGRID3
* xyz 2 1
P 0.53 -2.38 -3.19
P 0.67 1.33 -3.64
C 0.06 -1.27 -4.66
C 0.98 -0.06 -4.84
H -1.01 -0.98 -4.55
H 0.11 -1.92 -5.55
H 2.05 -0.33 -4.77
H 0.82 0.37 -5.84
C -0.69 2.19 -4.56
H -1.05 3.00 -3.92
H -1.53 1.55 -4.87
H -0.22 2.62 -5.46
C 1.98 2.47 -4.05
H 1.65 2.98 -4.97
H 2.93 1.93 -4.22
H 2.03 3.18 -3.21
C -0.87 -3.49 -3.68
H -0.98 -4.29 -2.95
H -0.59 -3.93 -4.65
H -1.84 -2.97 -3.81
C 1.76 -3.43 -4.04
H 2.68 -2.86 -4.27
H 1.31 -3.83 -4.97
H 2.01 -4.26 -3.37
Hf 2.35 -0.22 0.64
C -0.45 2.21 -1.42
C -1.76 2.01 -1.62
C -2.40 0.74 -1.89
C -2.73 -0.16 -0.67
C -2.03 -1.47 -0.78
C -0.68 -1.48 -0.77
C 0.19 -0.32 -1.26
C 0.21 1.06 -0.60
C 3.63 -1.80 1.49
H -0.12 3.23 -1.19
H -2.44 2.92 -1.73
H -1.83 0.24 -2.70
H -3.35 0.98 -2.38
H -2.52 0.37 0.27
H -3.81 -0.37 -0.64
H -2.56 -2.43 -0.65
H -0.02 -2.29 -0.28
H -0.08 -0.15 -2.35
H 1.27 -0.68 -1.40
H -0.44 1.00 0.31
H 1.27 1.45 -0.46
H 4.31 -1.27 2.22
H 4.32 -2.22 0.71
H 3.17 -2.65 2.07
C -1.25 3.68 2.54
C -0.13 2.65 2.37
C 1.19 3.40 2.34
C -0.05 1.63 3.49
C -0.23 2.15 4.79
C -0.46 1.29 5.85
C -0.46 -0.09 5.65
C -0.18 -0.63 4.39
C -0.44 -2.14 4.26
C 0.85 -2.80 4.73
C -1.66 -2.71 5.06
C 0.32 0.25 3.35
O 1.19 -0.12 2.36
H -1.01 4.37 3.36
H -2.23 3.22 2.72
H -1.32 4.27 1.62
H -0.33 2.16 1.42
H 1.31 3.91 3.30
H 2.04 2.73 2.20
H 1.19 4.16 1.55
H -0.25 3.25 4.91
H -0.66 1.70 6.84
H -0.72 -0.76 6.49
H -0.64 -2.37 3.21
H 1.04 -2.53 5.77
H 0.82 -3.89 4.67
H 1.67 -2.42 4.11
H -2.61 -2.21 4.81
H -1.79 -3.77 4.79
H -1.52 -2.69 6.15
*
```

Its HOMO-LUMO gap (alpha / beta) is 3.725 / 3.725 eV. The energy above the lowest of the compared OMol25 structures with the same formula, charge and spin comes out at 445.2 kJ/mol. Its LUMO energy (alpha / beta) is -0.3452 / -0.3452 hartree.

***

[2]
Here is a structure of composition C27H48MnOP2 from the Open Molecules 2025 dataset. Energies are from ωB97M-V/def2-TZVPD.

Geometry as ORCA input:
```
! wB97M-V def2-TZVPD RIJCOSX def2/J DEFGRID3
* xyz 0 6
P 0.40 -2.75 -1.42
P -0.15 1.89 -0.23
C 0.41 -0.79 -2.05
C 0.63 0.68 -1.54
H -0.39 -0.82 -2.88
H 1.26 -0.89 -2.71
H 1.74 0.90 -1.55
H 0.21 1.41 -2.30
C -1.66 2.61 -1.01
H -2.18 3.11 -0.19
H -2.35 1.83 -1.37
H -1.51 3.33 -1.80
C 1.13 3.17 -0.28
H 0.93 4.03 -0.91
H 2.09 2.72 -0.54
H 1.21 3.52 0.76
C -0.86 -4.10 -1.55
H -0.96 -4.73 -0.65
H -0.70 -4.79 -2.39
H -1.86 -3.66 -1.70
C 2.14 -3.26 -1.49
H 2.68 -2.29 -1.57
H 2.38 -3.88 -2.38
H 2.49 -3.77 -0.57
Mn -2.02 -0.82 -2.61
C 0.42 1.01 -4.34
C -0.95 0.99 -4.08
C -1.82 0.42 -5.16
C -1.45 -1.01 -5.52
C -0.73 -1.75 -4.43
C 0.67 -1.85 -4.44
C 1.51 -1.05 -5.39
C 1.13 0.42 -5.50
C 0.17 -2.15 0.26
H 1.11 1.67 -3.80
H -1.44 1.74 -3.43
H -1.69 1.06 -6.06
H -2.89 0.47 -4.88
H -2.36 -1.59 -5.68
H -0.88 -1.05 -6.45
H -1.32 -2.45 -3.79
H 1.20 -2.67 -3.93
H 1.41 -1.51 -6.40
H 2.59 -1.11 -5.16
H 2.04 1.04 -5.60
H 0.56 0.62 -6.42
H 0.87 -1.28 0.32
H 0.33 -2.88 0.98
H -0.84 -1.69 0.29
C 3.24 2.25 4.08
C 2.40 1.04 3.68
C 3.27 -0.23 3.66
C 1.15 0.83 4.52
C 1.24 0.62 5.89
C 0.07 0.46 6.64
C -1.21 0.44 6.03
C -1.32 0.64 4.66
C -2.66 0.65 3.95
C -3.33 -0.72 4.06
C -3.63 1.73 4.41
C -0.15 0.90 3.84
O -0.19 1.19 2.60
H 3.63 2.15 5.09
H 2.65 3.17 4.03
H 4.08 2.36 3.39
H 2.02 1.21 2.67
H 3.59 -0.48 4.69
H 2.69 -1.06 3.25
H 4.16 -0.06 3.03
H 2.22 0.60 6.40
H 0.10 0.32 7.73
H -2.14 0.28 6.60
H -2.44 0.84 2.89
H -3.54 -0.97 5.10
H -4.27 -0.73 3.50
H -2.67 -1.49 3.64
H -3.21 2.73 4.28
H -4.54 1.69 3.82
H -3.91 1.62 5.46
*
```

Its HOMO-LUMO gap (alpha / beta) is 3.261 / 3.136 eV. The energy above the lowest of the compared OMol25 structures with the same formula, charge and spin comes out at 873.9 kJ/mol. Its LUMO energy (alpha / beta) is -0.0536 / -0.0582 hartree.

***

[3]
Here is a cluster of 9 separate species, C27H48O27S3 in total from the Open Molecules 2025 dataset. Energies are from ωB97M-V/def2-TZVPD.

Geometry as ORCA input:
```
! wB97M-V def2-TZVPD RIJCOSX def2/J DEFGRID3
* xyz 0 1
C -4.90 2.59 -3.81
C -5.39 2.98 -2.43
O -4.25 3.27 -1.58
S -4.14 2.56 -0.16
C -3.60 0.94 -0.61
O -3.09 3.22 0.54
O -5.43 2.45 0.42
H -5.72 2.65 -4.52
H -4.53 1.57 -3.77
H -4.08 3.22 -4.13
H -6.09 3.80 -2.34
H -5.96 2.15 -1.99
H -3.50 0.46 0.36
H -2.65 0.97 -1.13
H -4.36 0.39 -1.16
C 3.25 0.62 -2.32
C 2.84 0.08 -0.98
O 1.55 -0.57 -1.06
S 0.44 -0.11 -0.04
C 0.13 1.60 -0.40
O -0.70 -0.90 -0.39
O 0.95 -0.17 1.30
H 2.43 1.16 -2.81
H 3.53 -0.18 -3.01
H 4.13 1.26 -2.23
H 3.53 -0.70 -0.62
H 2.97 0.84 -0.21
H -0.82 1.81 0.09
H 0.07 1.75 -1.47
H 0.94 2.15 0.07
C 3.39 -3.16 -2.10
C 3.02 -4.56 -2.55
O 4.10 -5.48 -2.33
S 4.67 -6.24 -3.61
C 3.54 -7.58 -3.73
O 4.52 -5.42 -4.77
O 5.94 -6.72 -3.18
H 3.52 -3.18 -1.01
H 2.53 -2.52 -2.28
H 4.30 -2.85 -2.62
H 2.15 -4.87 -1.96
H 2.61 -4.60 -3.55
H 3.48 -8.06 -2.76
H 3.85 -8.20 -4.57
H 2.55 -7.15 -3.91
O 0.83 3.48 5.96
C 0.28 3.67 4.93
O -0.37 4.81 4.61
C -1.04 4.63 3.32
C -0.28 3.45 2.76
O 0.22 2.78 3.91
H -2.07 4.41 3.61
H -1.01 5.54 2.72
H 0.48 3.83 2.07
H -0.94 2.82 2.16
O 0.09 4.83 -0.37
C -0.68 5.18 -1.19
O -1.90 5.68 -0.92
C -2.59 6.01 -2.09
C -1.55 5.77 -3.23
O -0.43 5.22 -2.52
H -3.42 5.35 -2.33
H -2.99 7.03 -2.10
H -1.20 6.69 -3.68
H -1.88 4.99 -3.91
O -3.46 2.16 4.45
C -3.30 1.11 3.93
O -2.49 0.89 2.86
C -2.32 -0.53 2.71
C -3.56 -1.09 3.37
O -3.91 -0.04 4.30
H -2.29 -0.76 1.65
H -1.39 -0.77 3.24
H -3.36 -2.00 3.93
H -4.42 -1.24 2.70
O -0.43 -4.62 2.22
C 0.53 -3.92 2.38
O 1.61 -3.99 1.57
C 2.45 -2.86 1.83
C 2.00 -2.35 3.18
O 0.67 -2.95 3.28
H 3.48 -3.21 1.70
H 2.33 -2.14 1.01
H 1.80 -1.29 3.23
H 2.58 -2.77 4.00
O 3.32 4.21 1.15
C 3.30 3.44 2.06
O 2.84 2.17 1.97
C 3.21 1.41 3.11
C 3.69 2.49 4.10
O 3.80 3.66 3.29
H 2.30 0.97 3.51
H 4.00 0.70 2.87
H 4.66 2.27 4.55
H 2.96 2.66 4.89
O 0.42 -6.59 -3.12
C -0.30 -5.86 -2.52
O -0.90 -6.16 -1.36
C -1.56 -5.04 -0.83
C -1.54 -4.02 -2.00
O -0.61 -4.60 -2.92
H -2.60 -5.27 -0.58
H -1.09 -4.57 0.04
H -1.17 -3.05 -1.66
H -2.51 -3.94 -2.48
*
```

Its SMILES is CCOS(C)(=O)=O.CCOS(C)(=O)=O.CCOS(C)(=O)=O.O=C1OCCO1.O=C1OCCO1.O=C1OCCO1.O=C1OCCO1.O=C1OCCO1.O=C1OCCO1. Its HOMO-LUMO gap is 10.618 eV. Its LUMO energy is -0.0075 hartree.